No. 1
A gas-phase ion, C3H7FN (charge +1). Source: the Open Molecules 2025 dataset; level of theory: wB97M-V/def2-TZVPD.

## Properties
Energy relative to the best compared isomer or geometry (same formula, charge and spin) (eV): 2.283
Orbital gap (spin up / spin down) (eV): 8.32 / 9.53
HOMO level (spin up / spin down) (eV): -13.5014 / -14.2544
Molecular weight (g/mol): 76.09
Charge: +1

Last column: Mulliken charge in e.
Positions of all 12 atoms, in Å:
N1 -0.13310 0.11122 -0.74462  -0.106
C1 0.42231 0.14711 1.63819  -0.041
H1 0.94305 -0.68529 2.08061  0.395
H2 -0.63774 0.81759 -1.29670  0.357
F1 -0.17432 0.93835 2.49015  -0.194
C2 0.75492 0.74861 0.26845  -0.367
H3 0.57150 1.82502 0.30967  0.307
C3 -1.12735 -0.76135 -0.02091  -0.653
H4 1.80995 0.58703 0.03019  0.301
H5 -2.09979 -0.34597 0.15397  0.308
H6 -0.98573 -1.82053 -0.10142  0.322
H7 0.41340 -0.44691 -1.41310  0.371


No. 2
C6H12ClN in the gas phase. Source: the Open Molecules 2025 dataset; level of theory: wB97M-V/def2-TZVPD.

## Properties
Energy relative to the best compared isomer or geometry (same formula, charge and spin) (eV): 4.345
Orbital gap (eV): 9.61
HOMO level (eV): -9.1459
Molecular weight (g/mol): 133.62
SMILES: C/C(=N/Cl)C(C)(C)C
Charge: 0

Last column: Mulliken charge in e.
Positions of all 20 atoms, in Å:
H1 -1.11110 0.39342 -2.47196  0.397
H2 1.36305 -1.69136 -0.90262  0.566
C1 -0.08985 -0.28193 -0.38176  2.264
H3 -1.72114 0.92373 -0.20819  0.398
C2 0.70678 0.90594 0.58125  0.406
H4 0.68719 0.19593 -2.35592  0.359
C3 0.43659 -1.65307 -0.31975  -2.102
H5 0.46184 1.34963 2.63863  0.384
C4 -1.42024 -0.09860 0.21954  -2.426
H6 -0.42986 -1.09497 -2.26786  0.366
N1 1.90735 0.61629 1.06639  -0.409
C5 0.08424 1.69722 1.71493  -1.291
Cl1 2.96883 -0.09712 0.08085  -0.104
H7 0.34765 2.71564 1.52535  0.333
H8 -0.96202 1.49015 1.69752  0.414
H9 -1.29005 -0.20618 1.27918  0.512
H10 -2.19418 -0.73043 -0.04627  0.486
C6 -0.28487 -0.05599 -1.92841  -1.425
H11 0.83575 -1.94997 0.65128  0.439
H12 -0.29595 -2.42833 -0.57219  0.435


No. 3
A molecular structure, C32H41N2OW. Source: the Open Molecules 2025 dataset; level of theory: wB97M-V/def2-TZVPD.

## Properties
Energy relative to the best compared isomer or geometry (same formula, charge and spin) (eV): 9.766
Orbital gap (spin up / spin down) (eV): 6.92 / 6.65
HOMO level (spin up / spin down) (eV): -9.6912 / -9.9100
Multiplicity: 3
Molecular weight (g/mol): 653.53
Charge: +1

Last column: Mulliken charge in e.
Positions of all 77 atoms, in Å:
H1 -1.22339 -1.52085 0.45088  -0.141
H2 -2.37000 2.09383 -0.83820  0.299
H3 -1.38580 2.05747 -4.45172  0.321
N1 -0.42923 1.02701 3.70742  0.541
C1 -2.13733 0.15205 -1.72117  0.599
H4 -2.07018 -3.79327 -3.37440  0.288
H5 1.38341 2.23952 -2.42679  0.342
C2 -0.42311 -0.12789 2.94189  0.259
C3 2.48856 -1.69974 -0.50446  -0.447
H6 -1.32701 -3.03212 -0.47952  0.327
C4 -1.52066 -1.75238 -2.91824  0.298
H7 0.40222 -1.68264 -1.85875  -0.645
H8 -2.50928 -0.84808 6.61954  0.363
C5 1.52195 -1.74953 -1.68853  2.143
H9 2.90150 -3.22301 1.14868  0.406
W1 -0.12380 -0.07766 -2.45764  0.560
C6 2.55214 -3.87503 -2.18842  -0.975
H10 4.27239 0.81430 -1.12530  0.482
H11 -2.31543 -1.04578 -5.83767  0.365
C7 0.87240 3.08663 3.81139  -0.069
H12 -0.56337 -3.65080 -2.47987  0.320
C8 2.59245 0.03261 -2.89833  -1.371
C9 0.32343 4.91514 2.32161  -0.502
C10 -1.17622 -3.16835 -3.24982  -1.197
H13 1.68571 -2.40483 -3.64280  0.615
C11 -0.77824 -1.18054 3.84488  -1.186
H14 1.95500 4.94264 3.75760  0.395
H15 -0.84754 -2.20594 3.57211  0.485
C12 1.40213 0.64408 -0.84792  -0.017
H16 -3.47498 0.84607 -0.19669  0.372
C13 -1.50925 -1.20745 6.33082  -1.709
H17 -0.14467 2.37508 6.08967  0.330
C14 2.46127 -0.44256 -1.29768  2.072
H18 1.28666 0.65984 0.23819  0.151
H19 2.83587 -4.55372 -2.98296  0.488
C15 -0.74560 4.17982 1.79170  -0.651
H20 2.80704 -5.14056 -0.48247  0.421
C16 -2.45298 1.03469 -0.56063  -0.226
C17 -1.65321 -0.67018 -3.85102  0.709
H21 -1.57475 -2.29362 6.18844  0.348
H22 -0.61606 -3.22750 -4.18808  0.365
C18 -1.79376 -1.24479 -1.60046  0.717
H23 3.03137 1.04178 -2.96492  0.527
H24 -0.81936 -1.01697 7.16589  0.369
H25 -0.63940 -1.51734 -5.54713  0.356
H26 3.89859 -0.13797 0.27449  0.413
C19 -1.03853 1.75944 5.94653  -0.926
H27 0.08721 2.35089 -1.13629  0.228
H28 -1.28529 1.26621 6.88818  0.411
C20 2.01472 -2.66736 -2.65123  -1.181
O1 -0.16607 -0.12313 1.70229  -0.457
C21 -2.05319 0.50930 -3.12063  0.319
H29 -1.05871 0.19158 -5.71197  0.319
H30 4.56248 -0.90015 -1.20794  0.491
C22 -1.01022 2.89875 2.27412  -0.105
C23 2.68867 -4.09679 -0.81212  -0.479
C24 -1.03873 -0.59849 5.07130  0.871
C25 -1.78609 -2.04327 -0.33837  -1.021
H31 -1.85872 2.31257 1.91861  0.507
H32 1.48145 2.63329 4.59659  0.596
C26 2.73292 -2.96927 0.07784  -1.341
H33 0.52834 5.91962 1.94699  0.420
C27 -1.39827 -0.76522 -5.31036  -1.469
C28 3.89679 -0.13714 -0.81285  -2.029
H34 -2.80400 -2.21341 0.05318  0.362
C29 1.12632 4.37203 3.33518  -0.755
H35 1.64339 0.14652 -3.54324  0.367
H36 -1.38082 4.59599 1.00742  0.414
N2 -0.79684 0.72839 4.96891  0.028
H37 -2.12017 2.65170 -2.94542  0.296
C30 -0.18890 2.35658 3.26879  -0.328
C31 -2.17693 1.87193 -3.71250  -1.772
H38 -1.76503 0.83929 0.28010  -0.459
H39 -1.87670 2.41021 5.65718  0.291
H40 -3.14044 1.94596 -4.22647  0.407
C32 0.86623 1.73416 -1.60330  -1.432
H41 3.26565 -0.63165 -3.45411  0.511


No. 4
A molecular structure, C29H50N7O6PSSm. Source: the Open Molecules 2025 dataset; level of theory: wB97M-V/def2-TZVPD.

## Properties
Energy relative to the best compared isomer or geometry (same formula, charge and spin) (eV): 1.067
Orbital gap (spin up / spin down) (eV): 7.51 / 7.59
HOMO level (spin up / spin down) (eV): -10.5860 / -10.6572
Multiplicity: 6
Molecular weight (g/mol): 806.16
Charge: +1

Last column: Mulliken charge in e.
Positions of all 95 atoms, in Å:
C1 -0.59333 -2.35474 6.34829  -1.651
C2 0.64387 2.85086 -0.13789  0.119
C3 -1.36553 -5.85863 0.92570  -1.931
H1 -0.03882 -0.85816 8.46968  0.393
H2 1.56194 1.48101 3.28134  0.214
H3 -1.33384 -2.71875 -2.96112  0.079
N1 1.76089 0.91314 -0.87712  -0.321
H4 1.20862 2.72499 6.50164  0.314
N2 0.75884 4.20012 0.16543  -0.482
O1 -1.81869 1.13916 1.57773  -0.451
H5 -3.05454 -3.51688 -0.97629  -0.044
C4 -2.88930 -4.48331 -0.49148  -1.541
H6 2.66151 0.48118 -0.73189  0.241
O2 -1.44583 3.07231 -3.40004  -0.711
C5 0.61096 1.00500 7.63131  0.659
C6 0.85632 1.63974 8.97257  -1.525
C7 -1.67034 -4.43457 0.45104  2.312
H7 0.58093 -6.36341 -1.60291  0.273
C8 0.14329 -0.30686 7.55238  -0.957
N3 -4.97128 -1.09231 0.17268  -0.361
H8 1.23902 -4.14276 -3.86824  0.651
O3 -1.70250 3.29710 1.22937  -0.653
H9 -0.03901 1.58317 9.59549  0.365
H10 1.27350 2.93959 4.24277  0.424
O4 -0.23121 2.53574 -1.41203  -0.391
C9 -2.48243 0.72392 -1.79758  -1.013
H11 -0.60564 -5.89563 1.70434  0.297
H12 -5.81632 -0.89268 0.67466  0.209
N4 1.89361 2.27470 -0.46771  -0.384
C10 -3.21751 -0.32266 -1.28320  -0.021
H13 -1.13655 -6.29440 -2.01223  0.300
H14 -1.60679 -2.42994 5.94669  0.357
H15 3.17863 -2.74035 0.73735  0.525
H16 -5.39426 1.48651 0.59787  0.358
H17 0.57591 -2.69313 2.13886  -0.011
C11 -0.15288 -5.89622 -2.25839  -1.940
H18 1.18081 4.73468 -0.58273  0.282
H19 -3.03815 -1.32133 -1.65175  0.166
P1 -0.27596 -3.56888 -0.49842  0.380
C12 1.99366 -5.22892 0.28841  -2.073
H20 2.36264 2.83790 -1.16525  0.307
Sm1 -0.53469 -0.12767 0.39680  0.433
C13 0.15519 -0.19380 5.14679  0.250
C14 -0.09050 -0.92366 6.34039  1.095
H21 -4.88963 -2.01248 -0.22040  0.179
H22 -1.46795 -3.71123 2.52381  0.207
H23 -0.06667 2.11559 3.44136  0.111
N5 -0.59273 -2.04327 -0.67968  0.003
C15 1.09221 -3.63092 1.95762  -1.984
C16 -4.56534 1.27331 -0.06971  -0.835
H24 0.52845 -4.43958 2.41558  0.199
H25 -0.62093 -2.72927 7.36903  0.386
H26 1.65214 1.11025 9.50303  0.340
H27 -3.12119 -3.83379 1.93894  0.654
C17 0.87455 1.96312 3.97343  -0.947
C18 -2.10032 -3.56854 1.64921  -1.695
H28 -2.27921 -6.29188 1.34672  0.498
H29 2.09230 -4.31370 -2.34434  0.285
O5 0.09573 -0.48038 2.75889  -0.255
C19 1.34434 -3.85297 0.45709  2.526
H30 2.87724 -5.27865 0.93384  0.529
H31 -0.12979 4.60616 0.41962  0.295
H32 1.29094 -2.78001 -2.74700  0.198
H33 -1.73408 0.54707 -2.56257  0.468
H34 -2.78679 -5.24303 -1.26413  0.240
H35 1.32506 -6.03719 0.58954  0.346
C20 0.84908 1.70272 6.45082  -1.064
C21 0.63219 1.13428 5.20768  0.410
H36 -4.01939 3.33828 -0.28434  0.468
H37 -0.91748 -3.94772 -4.16425  0.560
C22 1.21580 -3.86821 -2.81019  -1.850
H38 2.71144 -2.86053 -0.96515  0.385
H39 1.83076 -1.78044 0.10088  -0.225
H40 -3.77964 -4.73654 0.09374  0.658
H41 2.32717 -5.42527 -0.72805  0.312
C23 -2.74188 2.03330 -1.41153  0.036
H42 -0.58786 -1.85571 4.00960  0.142
H43 2.05971 -3.57993 2.46889  0.714
H44 1.54300 0.86526 -1.86691  0.265
S1 -1.57477 3.22063 -1.98855  1.418
H45 -2.17656 -4.28033 -2.98653  0.286
H46 0.04798 -3.02355 5.77211  0.383
H47 -1.04546 -6.50626 0.11131  0.288
C24 -1.21453 -3.79140 -3.12310  -1.410
C25 -4.26543 -0.06030 -0.38444  0.864
N6 0.07874 1.97129 0.86652  0.056
H48 1.14664 2.68523 8.87595  0.353
H49 -2.11130 -2.51729 1.38663  0.024
C26 -0.12043 -0.87041 3.90583  0.495
C27 -0.11347 -4.36550 -2.20699  1.886
C28 -3.80712 2.31464 -0.56667  -0.420
O6 -1.79331 4.50240 -1.40341  -0.641
C29 2.32861 -2.74401 0.04736  -1.230
H50 0.07322 -6.21614 -3.28033  0.525
N7 -1.16576 2.20463 1.22223  1.019


No. 5
2 unconnected molecules or ions with the total composition C10H11BBrIN4O10. Source: the Open Molecules 2025 dataset; level of theory: wB97M-V/def2-TZVPD.

## Properties
Orbital gap (eV): 6.43
HOMO level (eV): -8.7185
Molecular weight (g/mol): 564.84
Charge: 0

Last column: Mulliken charge in e.
Positions of all 38 atoms, in Å:
C1 -1.92465 -1.01308 -2.36818  0.349
O1 2.21242 1.83756 4.79297  -0.504
N1 -2.98763 -0.16574 -2.53757  -0.322
H1 -5.00841 -0.30570 -1.68338  0.541
B1 2.83762 2.38845 3.57170  1.088
C2 1.50261 -0.87889 -2.03764  0.131
C3 1.25781 0.98495 4.47339  0.493
C4 4.95458 3.23819 3.42052  0.584
Br1 3.21246 -1.66612 -2.53205  -0.104
N2 -0.75963 -0.81677 -2.92142  -0.037
H2 1.81270 -1.78453 -0.08624  0.443
N3 -2.24670 -2.04113 -1.54668  -0.333
O2 2.71316 3.84761 3.50159  -0.494
H3 1.53170 0.15436 -2.37843  0.391
O3 4.16648 5.56109 3.33681  -0.578
I1 -2.74411 -0.03062 0.62251  0.241
O4 2.11098 1.73420 2.44835  -0.574
H4 -1.52147 -2.38034 -0.92303  0.423
O5 4.27360 2.10007 3.51107  -0.480
C5 1.19692 0.92263 2.92701  0.647
H5 0.71809 -2.08668 -3.71188  0.527
O6 6.14074 3.35062 3.34912  -0.577
C6 0.41204 -1.67879 -2.74937  -1.086
H6 -3.18506 0.08161 -3.50183  0.325
O7 0.55710 0.36602 5.21961  -0.597
H7 -0.66860 0.00351 -3.50617  0.238
H8 1.66308 -0.04996 -0.05344  0.315
O8 -4.49217 -1.89191 -2.88290  -0.297
O9 0.44623 0.25020 2.26876  -0.588
H9 0.14828 -2.53641 -2.13343  0.388
H10 0.21908 -1.04506 -0.27105  0.057
C7 3.92111 4.39542 3.41415  0.591
O10 -6.28104 -3.13042 -2.64976  -0.190
C8 -3.40093 -1.53841 -0.78197  -1.026
C9 1.27554 -0.94719 -0.53233  -0.977
H11 -3.94242 -2.29096 -0.22349  0.587
C10 -4.12939 -0.88828 -1.95681  0.182
N4 -5.99218 -2.04949 -2.88853  0.223